(1)
# C31H46BIrN9OS3

C31H46BIrN9OS3 as an isolated structure at a distorted geometry (wB97M-V/def2-TZVPD, OMol25).

```
92
Properties=species:S:1:pos:R:3:forces:R:3
Ir -0.70168 0.98985 -2.70972 0.08 -1.36 2.31
C -3.86447 -2.65397 -1.42002 -0.13 1.37 -0.69
C -2.61980 -2.32539 -0.64861 0.37 -0.43 0.38
C -1.95465 -3.26484 0.12769 -0.87 0.05 -1.02
C -0.66738 -3.01416 0.66244 0.16 -0.21 0.19
N -0.05168 -1.86641 0.46239 -0.96 0.46 -0.64
N -0.76520 -0.92907 -0.21341 0.64 -0.49 0.11
B -0.09869 0.38352 -0.47634 0.85 1.07 -0.92
N -0.80683 1.52252 0.24374 -0.16 -0.37 1.80
N -1.23809 1.09640 1.44250 -0.36 1.39 -0.02
C -1.82012 2.00504 2.24221 0.71 -1.32 -0.26
C -1.92921 3.33709 1.85208 -0.50 1.14 0.74
C -1.53086 3.71077 0.59858 -0.53 2.52 -0.30
C -1.68758 5.16205 0.12360 -0.17 0.46 0.59
C -0.95249 2.75929 -0.22056 0.29 -0.76 -0.25
S -0.40511 3.04325 -1.85483 0.23 1.16 0.20
C -2.21033 1.55818 3.62355 -0.33 -0.41 0.36
C -1.18367 2.23044 4.52337 1.48 0.16 1.24
C -3.57159 2.15417 3.99142 -0.75 0.91 -0.14
C -2.24734 0.01417 3.70275 0.69 -0.08 0.20
N 1.43783 0.51509 -0.40039 0.65 -0.94 0.77
N 1.88135 0.51527 0.91089 -0.13 0.94 -1.03
C 3.17033 0.71914 1.10302 -0.14 -0.08 0.56
C 4.06542 0.73553 0.01313 0.14 -0.57 0.06
C 3.63694 0.44803 -1.25342 2.23 0.66 -0.64
C 4.64412 0.31197 -2.41047 -1.42 0.22 -0.26
C 2.26527 0.42989 -1.46399 -1.24 -0.07 0.66
S 1.63680 0.28687 -3.05918 -1.37 0.15 0.37
C 3.72822 0.85704 2.53492 -0.76 -0.17 1.07
C 2.54335 0.72622 3.54295 -0.31 -0.64 -0.22
C 4.46963 2.22552 2.68146 1.18 -0.48 -0.93
C 4.72478 -0.30717 2.83573 -0.50 -0.71 -0.73
C -1.98468 -1.05634 -0.72811 -0.46 -1.28 0.18
S -2.72129 0.33804 -1.49826 1.36 -0.35 -1.19
C 0.06441 -4.09296 1.43332 -0.23 -0.44 1.25
C 0.10302 -5.34185 0.58616 -0.70 -1.52 -1.32
C 1.50434 -3.68686 1.74454 0.40 0.66 0.05
C -0.84075 -4.44378 2.68244 0.27 -0.83 -0.53
H -4.34607 -3.56377 -1.12482 -0.12 -0.44 0.49
H -4.58244 -1.81075 -1.32135 0.24 -0.60 -0.13
H -3.64461 -2.76916 -2.50670 0.10 0.24 0.69
H -2.44196 -4.25628 0.18138 0.58 0.68 0.25
H -2.33317 4.10506 2.58215 0.42 -1.08 -1.16
H -2.00287 5.82269 0.99057 0.38 -0.84 -1.10
H -0.73160 5.54212 -0.26964 -0.22 -0.11 0.25
H -2.41805 5.30876 -0.70459 0.32 -0.43 0.64
H -1.16520 3.33865 4.32385 0.03 -1.06 0.52
H -1.32967 2.02788 5.61924 -0.46 0.40 -1.01
H -0.15472 1.83816 4.38398 -0.49 0.23 -0.35
H -3.43118 3.24440 4.25670 -0.43 -1.13 -0.24
H -4.28581 2.09148 3.12425 0.42 -0.05 0.98
H -3.99064 1.64617 4.88870 0.24 0.35 -0.72
H -1.25224 -0.39273 3.37621 -1.02 0.16 0.21
H -2.42810 -0.35920 4.74296 -0.01 0.53 -0.89
H -3.06125 -0.32802 3.03068 0.52 -0.14 0.41
H 5.11917 0.84114 0.26393 -0.15 0.07 -0.39
H 5.64272 0.46321 -2.02225 0.21 -0.46 -0.06
H 4.47133 -0.66073 -2.93225 0.53 0.64 0.49
H 4.49236 1.10837 -3.17723 -0.09 -0.48 0.55
H 1.74395 1.48349 3.37275 0.84 -0.17 0.33
H 1.99575 -0.25350 3.39714 0.79 0.84 0.21
H 2.96425 0.74571 4.57377 -0.55 0.19 -0.69
H 3.84335 3.08443 2.50708 -0.49 0.21 -0.34
H 4.97299 2.46157 3.64336 -0.44 -0.89 -0.37
H 5.28942 2.21634 1.90319 -0.70 0.36 0.84
H 4.19349 -1.30852 2.75724 0.64 1.13 -0.03
H 5.58751 -0.30068 2.12431 -0.56 -0.06 0.71
H 5.08382 -0.22716 3.87011 0.03 0.11 -0.38
H 0.75581 -5.17190 -0.29386 -0.44 -0.28 0.29
H 0.43514 -6.28940 1.08518 0.05 1.19 -0.02
H -0.93607 -5.61644 0.24621 1.07 0.25 0.03
H 2.00423 -3.35724 0.80419 -0.23 -0.29 0.63
H 1.58585 -2.85215 2.46513 -0.18 -0.30 -0.30
H 2.07258 -4.52715 2.15845 -0.25 0.08 -0.12
H -1.85703 -4.68945 2.26152 0.87 0.20 0.86
H -0.44632 -5.36232 3.21916 -0.41 1.10 -0.75
H -0.89060 -3.62838 3.40140 -0.16 0.07 -0.03
C -1.28108 0.56756 -8.17322 0.14 -0.41 0.23
N -1.29876 0.27874 -6.74201 0.41 1.31 0.96
C -1.62657 -1.04532 -6.29016 -0.14 -0.72 -0.09
C -1.42719 -0.94399 -4.81154 0.51 -2.35 0.41
O -1.39250 -1.88675 -4.03747 -0.35 1.78 -0.37
N -1.14214 0.38508 -4.52404 0.03 0.57 -0.62
C -1.00043 1.07028 -5.67660 -0.50 0.74 -2.90
N -0.61771 2.38077 -5.78936 -0.74 -1.74 -0.11
H -0.69558 -0.22970 -8.62423 0.13 0.14 -0.27
H -0.82048 1.51814 -8.37042 0.21 0.32 -0.15
H -2.27888 0.53872 -8.60208 -0.16 0.09 0.14
H -0.99538 -1.84909 -6.71935 -0.15 0.54 0.17
H -2.66386 -1.31381 -6.49732 -0.12 0.06 -0.11
H -0.56712 2.95255 -4.95222 -0.02 -0.14 -0.38
H -0.73878 2.83961 -6.69967 0.17 -0.22 0.79
```
Forces are in eV/Å.

Calculated values
- HOMO-LUMO gap (spin up / spin down) (Eh) = 0.2498 / 0.2090
- total charge = +3
- 2S+1 = 5
- highest occupied orbital energy (spin up / spin down) (eV) = -15.99 / -17.02
- max |F| (hartree/bohr) = 0.059
- molecular weight (g mol⁻¹) = 860.0
- E_LUMO (spin up / spin down) (eV) = -9.193 / -11.331

---

(2)
# C7H13NO

One molecule with the formula C7H13NO at a distorted geometry (wB97M-V/def2-TZVPD, OMol25).

```
22
Properties=species:S:1:pos:R:3:forces:R:3
C 1.01150 -1.45362 0.32783 -1.28 -0.72 0.43
C 1.93629 -0.35596 -0.00887 2.48 1.59 -0.76
N 1.35150 0.85617 -0.57534 0.07 -0.19 -0.95
C 0.42766 1.67741 0.21299 0.29 0.57 -0.47
C -1.02702 1.58765 -0.19345 -1.82 -0.62 -0.95
C -1.84797 0.37162 0.34740 0.25 2.13 1.65
O -2.54581 -0.48948 -0.52054 -0.19 -0.35 0.27
C -1.44620 -1.00079 0.25232 0.85 -1.23 -0.45
C -0.24266 -1.48514 -0.57552 -0.71 -0.70 1.88
H 1.59218 -2.37928 0.41029 -0.43 -0.07 -0.17
H 0.61260 -1.23751 1.32954 0.25 -0.28 0.04
H 2.46204 -0.04411 0.90363 -0.05 -0.03 -0.04
H 2.82233 -0.67343 -0.67692 -1.57 0.33 0.61
H 1.06986 0.70814 -1.57125 0.16 0.47 1.51
H 0.55776 1.54057 1.27646 0.15 -0.65 0.40
H 0.69695 2.73693 0.10413 0.13 -0.08 -0.27
H -1.03017 1.55955 -1.33963 -0.36 0.18 1.49
H -1.62941 2.46529 0.16947 0.87 -0.45 -0.63
H -2.42349 0.62053 1.31768 0.77 -0.24 -1.58
H -1.66974 -1.64415 1.13220 -0.19 0.25 -0.80
H -0.17097 -0.87800 -1.43493 0.19 0.59 -0.97
H -0.50724 -2.48240 -0.88746 0.12 -0.48 -0.25
```
Forces are in eV/Å.

Calculated values
- HOMO-LUMO gap (Eh) = 0.3545
- total charge = 0
- highest occupied orbital energy (eV) = -8.59
- energy relative to the best compared isomer or geometry (same formula, charge and spin) (kcal per mole) = 54.4
- max |F| (hartree/bohr) = 0.059
- molecular weight (g mol⁻¹) = 127.2
- SMILES = C1CNCC[C@H]2O[C@H]2C1
- E_LUMO (eV) = 1.058

---

(3)
# C29H68FN8O15

A 8-piece molecular cluster, C29H68FN8O15 overall at a distorted geometry (wB97M-V/def2-TZVPD, OMol25).

```
121
Properties=species:S:1:pos:R:3:forces:R:3
C -5.44779 1.62378 -0.69824 0.87 -0.04 -0.88
C -4.21434 0.63263 -0.85459 -0.41 0.54 0.97
C -3.13907 0.93694 0.25641 0.57 -0.57 -0.32
C -1.90987 1.76970 -0.24109 0.27 -0.36 -0.46
C -2.30143 2.96777 -1.19583 -0.44 -0.18 0.78
C -1.32553 4.19580 -1.08845 -0.85 -0.73 1.47
N -0.42059 4.39685 -2.26848 -0.40 -1.99 0.86
F -1.25580 4.59556 -3.36137 0.28 0.72 -0.17
C 0.21947 3.02974 -2.53329 2.04 -0.56 -0.64
C 1.60338 3.09488 -3.26462 -0.30 -0.33 -1.13
C 1.92878 1.62748 -3.75285 -1.04 -0.32 1.29
C 2.10867 0.64417 -2.50592 0.93 0.54 -1.19
C 3.37517 -0.28265 -2.71163 -0.55 0.82 1.34
C 3.77749 -0.83322 -1.26742 0.07 -0.42 -1.51
C 3.56083 -2.39306 -1.19553 -0.10 0.39 1.34
C 2.60669 -2.72901 0.01038 0.73 -0.93 -0.28
C 3.13966 -2.20145 1.39401 -1.05 0.30 -0.26
C 2.09251 -1.23066 2.07608 1.20 -1.17 0.91
C 2.51919 -1.08159 3.59042 -0.12 0.12 -0.73
O 3.73861 -0.32809 3.66196 -1.18 0.35 0.06
C 3.47992 1.07540 3.46525 0.81 -0.29 -0.34
C 0.58078 5.48245 -2.11182 0.28 2.03 0.13
C 0.06072 6.82784 -1.49434 0.04 0.57 0.69
C 0.09517 6.85861 0.09813 -1.08 -0.54 -0.80
C -1.30079 7.36072 -2.08564 1.05 0.55 0.06
H -5.34780 2.23286 0.22896 -0.20 -0.52 -0.65
H -5.45708 2.32726 -1.56933 -0.31 -0.52 0.67
H -6.36561 1.01907 -0.63781 0.33 0.75 -0.27
H -4.60074 -0.40305 -0.72493 0.40 0.64 -0.04
H -3.75932 0.67982 -1.86993 -0.28 0.00 0.64
H -3.59428 1.45495 1.12595 0.10 -0.24 -0.63
H -2.75306 -0.03710 0.64639 -0.14 0.81 -0.19
H -1.21618 1.06478 -0.76995 -0.50 0.57 0.28
H -1.32662 2.14985 0.63698 -0.56 -0.19 -0.58
H -2.48701 2.62260 -2.23684 0.27 0.33 0.69
H -3.29791 3.31490 -0.82424 0.79 -0.03 -0.42
H -1.92501 5.08298 -0.81549 0.74 -0.16 -0.78
H -0.64735 3.99505 -0.22293 -0.30 0.34 -0.80
H 0.39516 2.51673 -1.56019 -0.53 0.56 -0.63
H -0.44863 2.42385 -3.18344 0.10 0.70 0.75
H 2.42198 3.52657 -2.64671 -0.58 -0.47 -0.25
H 1.52623 3.71641 -4.19197 -0.05 -0.29 0.75
H 1.01810 1.26514 -4.29169 0.92 0.35 -0.13
H 2.82192 1.60410 -4.41061 -0.66 0.09 0.40
H 1.20431 0.02336 -2.32650 0.48 0.43 -0.09
H 2.27261 1.30937 -1.62226 0.03 -0.69 -0.38
H 3.13672 -1.11297 -3.41351 0.27 0.65 0.44
H 4.18007 0.35636 -3.15109 -0.51 -0.62 0.29
H 4.83827 -0.57365 -1.05122 -0.67 -0.19 -0.13
H 3.15809 -0.29409 -0.51375 0.42 -0.55 -0.43
H 3.16870 -2.82939 -2.14460 0.26 0.49 0.66
H 4.53881 -2.88277 -0.98567 -0.64 0.21 -0.24
H 2.59350 -3.84710 0.09029 -0.34 0.82 -0.13
H 1.56409 -2.38500 -0.20443 0.76 -0.17 0.22
H 4.12655 -1.70413 1.25702 -0.67 -0.32 0.29
H 3.24864 -3.05844 2.09765 0.15 0.54 -0.62
H 1.10205 -1.73713 2.04867 0.42 0.55 -0.20
H 2.09062 -0.25145 1.54778 -0.33 -0.59 0.44
H 2.74492 -2.07549 4.04386 -0.22 0.59 -0.47
H 1.70792 -0.61328 4.20119 0.56 -0.12 -0.33
H 4.18038 1.41060 2.65986 -0.42 0.04 0.79
H 2.45342 1.27237 3.08700 0.51 -0.12 0.51
H 3.68709 1.58081 4.43346 -0.27 0.01 -0.77
H 0.99485 5.73966 -3.11373 -0.31 -0.73 0.67
H 1.37681 5.10109 -1.43100 -0.61 -0.05 -0.75
H 0.81918 7.59632 -1.78952 -0.39 -0.91 -0.10
H 0.63764 5.97395 0.51150 -0.18 0.91 -0.17
H 0.48886 7.81952 0.48148 -0.08 -0.71 -0.22
H -0.96897 6.77677 0.42463 0.82 0.06 0.15
H -1.33798 7.09802 -3.16406 -0.40 0.19 0.72
H -1.25340 8.47472 -2.01724 -0.20 -0.85 -0.08
H -2.19685 7.04858 -1.51231 0.52 -0.06 -0.56
C 7.69704 -1.48790 -3.51117 0.27 0.18 0.06
N 6.46618 -1.68826 -4.31746 0.12 0.08 0.03
O 6.18449 -0.83337 -5.12947 -0.15 0.07 -0.09
O 5.82918 -2.69504 -4.10247 -0.13 -0.07 0.02
H 8.15930 -0.55216 -3.80937 -0.09 -0.05 -0.04
H 7.40161 -1.45845 -2.46496 0.01 -0.15 -0.04
H 8.35876 -2.32732 -3.70970 -0.10 -0.03 0.11
C -1.06646 -3.17814 3.99039 0.15 -0.31 -0.18
N -1.91882 -2.00113 3.68252 0.16 -0.17 0.07
O -2.28461 -1.85637 2.53261 -0.01 0.09 -0.18
O -2.19192 -1.26404 4.60057 -0.07 0.16 0.03
H -0.90786 -3.74155 3.07532 -0.06 0.10 0.01
H -0.12400 -2.80534 4.38502 -0.10 0.00 0.11
H -1.59220 -3.77808 4.72930 0.07 0.12 0.07
C 5.89561 -4.44925 4.45964 0.27 0.09 0.14
N 5.06002 -4.82495 3.29112 0.29 0.05 -0.01
O 5.58101 -4.78008 2.19709 -0.18 -0.03 -0.07
O 3.91331 -5.14885 3.51747 -0.14 0.02 -0.07
H 6.88708 -4.18414 4.10672 -0.09 -0.03 -0.06
H 5.41751 -3.60135 4.94476 -0.05 -0.11 0.03
H 5.93746 -5.31021 5.12231 -0.12 0.07 0.02
C -5.18026 -0.57414 2.86846 0.07 0.18 0.11
N -6.42988 -0.72554 2.08201 0.07 0.09 0.06
O -6.71115 0.14771 1.28202 -0.11 -0.27 0.33
O -7.08891 -1.71986 2.29119 -0.12 -0.06 -0.02
H -4.69621 0.35126 2.58070 -0.07 -0.05 -0.04
H -5.45517 -0.55603 3.92053 0.04 -0.16 -0.04
H -4.54688 -1.42646 2.64211 -0.08 0.00 0.08
C -7.30869 -2.73600 6.20065 -0.24 0.07 -0.24
N -5.97178 -2.31328 6.69270 -0.18 -0.06 -0.04
O -5.38575 -1.45606 6.06327 0.16 0.13 -0.03
O -5.55841 -2.85567 7.69007 0.10 -0.03 0.08
H -7.54614 -2.16926 5.30529 0.09 -0.03 0.04
H -7.25551 -3.79964 5.98238 -0.02 0.03 0.13
H -8.02721 -2.53226 6.99073 0.07 -0.13 0.03
C -0.15206 -4.75760 -2.35844 0.32 0.01 -0.10
N -1.28621 -4.49222 -1.43700 0.09 -0.01 -0.05
O -1.01994 -4.08780 -0.32580 -0.18 0.03 0.08
O -2.40531 -4.70034 -1.86683 0.10 0.16 0.08
H 0.77821 -4.52941 -1.84637 -0.12 0.01 0.08
H -0.19375 -5.80866 -2.63377 -0.09 0.08 -0.09
H -0.27947 -4.11453 -3.22706 -0.06 -0.13 -0.03
C -3.50911 -1.94220 -4.14628 -0.42 -0.06 -0.03
N -2.04575 -2.07660 -4.31900 -0.11 -0.17 -0.26
O -1.65292 -2.78396 -5.22391 0.21 0.22 0.38
O -1.34303 -1.46254 -3.53354 0.13 -0.10 -0.11
H -4.00910 -2.53436 -4.90597 0.13 0.00 0.02
H -3.75396 -2.30431 -3.15002 0.05 0.10 0.00
H -3.75386 -0.88826 -4.25561 0.03 -0.03 0.13
```
Forces are in eV/Å.

Calculated values
- HOMO-LUMO gap (Eh) = 0.3330
- total charge = +1
- highest occupied orbital energy (eV) = -11.44
- max |F| (hartree/bohr) = 0.043
- molecular weight (g mol⁻¹) = 787.9
- E_LUMO (eV) = -2.382

---

- Which of these has the highest total charge?
  C31H46BIrN9OS3

---

- Which value of total charge does entry 1 give?
  +3